# 1
{"formula": "C47H51AsClN4S2Zr", "method": "ωB97M-V with the def2-TZVPD basis set", "symbols": ["C", "H", "H", "H", "H", "C", "H", "C", "C", "C", "H", "H", "H", "H", "C", "N", "C", "C", "H", "C", "H", "H", "H", "C", "H", "C", "H", "C", "H", "H", "H", "H", "S", "C", "H", "C", "C", "H", "N", "H", "H", "C", "C", "C", "C", "C", "H", "C", "H", "Zr", "H", "H", "H", "H", "C", "H", "C", "N", "C", "H", "H", "C", "C", "C", "C", "As", "C", "H", "H", "C", "C", "C", "C", "C", "H", "H", "H", "C", "C", "H", "C", "H", "H", "H", "H", "C", "C", "H", "C", "H", "H", "S", "C", "C", "H", "H", "C", "N", "H", "C", "C", "C", "Cl", "H", "C", "H", "H"], "coordinates": [[-1.173616, -0.830307, 1.705566], [1.269069, -1.356603, 0.815808], [2.903448, -1.090757, -0.785472], [-4.179724, -4.514872, 0.990155], [4.779725, 0.568083, -1.090685], [4.526735, -3.119134, 3.824402], [9.065023, -1.359515, 2.084302], [-1.860840, -2.619003, -1.463078], [-3.199742, 1.851848, 0.744110], [7.804136, 0.282208, 1.522298], [0.004522, 0.849213, -3.790240], [-2.553347, -2.908785, 1.850521], [-0.692511, 0.874585, 2.907292], [1.260247, -1.065118, 3.569093], [2.180148, -2.853237, 4.303661], [2.860188, -0.462378, -2.796908], [-3.635557, -4.210945, -1.065070], [3.471115, 1.832956, 3.315133], [0.719181, 2.709543, 1.850765], [3.342510, 3.933887, 5.134465], [6.307659, 1.748859, 1.051745], [0.639088, 0.298727, 1.925190], [4.760264, 0.237019, -5.572513], [5.474627, 0.013708, 2.007655], [-0.604103, 2.780031, -2.748386], [4.223490, 0.528483, -4.669822], [-5.287084, 2.279811, 0.706310], [0.511955, -2.064780, 0.477937], [1.238689, 0.106807, -4.790827], [3.202309, 5.212742, 3.416984], [3.297901, 3.351332, 1.801987], [7.235122, -2.703202, 3.022068], [-0.765720, -1.819779, -2.611158], [-4.590934, 4.458304, -2.704028], [0.786589, -2.447355, -0.503178], [7.021541, -1.733293, 2.591195], [1.726026, 0.230122, -2.676710], [4.942829, 0.934009, -3.959314], [1.129134, 0.518430, -1.537734], [3.357791, -4.535127, 4.922145], [5.349754, -1.002735, -0.514376], [-3.398958, 2.107402, -3.363428], [0.435343, 2.401674, 0.842849], [-3.345252, 4.141601, -2.179858], [-5.231931, 3.592602, -3.578635], [3.517463, -0.690205, -4.095776], [-4.360073, -4.914727, -1.451590], [5.721565, -1.239062, 2.575495], [1.681489, 0.245923, -0.730145], [-1.168018, 0.351642, -1.337842], [-2.854476, 4.828867, -1.500943], [0.474476, -2.889684, 1.195102], [-2.248400, -0.662346, 1.720110], [4.247823, -1.478911, -3.923053], [-3.535806, -3.987709, 0.299653], [3.294389, 4.749532, 5.843558], [-2.612374, -3.077853, 0.784318], [-0.810054, -1.404858, 0.392673], [-3.005221, 4.026075, 2.485043], [-2.914230, 4.862857, 3.163869], [0.218270, 3.285439, 0.251643], [3.354108, -3.592111, 4.392080], [2.173612, -1.645185, 3.619544], [3.461802, 2.626496, 5.586924], [1.077488, 0.744998, -3.928251], [3.580991, 0.427829, 1.971518], [-1.956445, 2.234880, 1.245555], [-5.131994, 4.212597, 2.240584], [3.527489, 1.320515, -4.940366], [3.288927, 4.194369, 3.773042], [4.889341, -0.484359, -1.354901], [-0.439188, 0.469883, 1.922648], [-4.241494, 3.660213, 1.972686], [-4.331484, 2.580462, 1.115262], [3.508287, 2.423840, 6.648890], [-5.116939, 1.677642, -4.569212], [1.465133, 1.741173, -4.145087], [-2.703046, 2.948769, -2.507670], [-4.630965, 2.387894, -3.914734], [3.660702, -2.161222, -1.933007], [-2.805573, -3.530229, -1.937386], [-2.873525, -3.693538, -3.004435], [5.439506, -3.693178, 3.920103], [-1.115919, 3.213423, -1.138639], [-0.925496, 3.618507, 2.537293], [-1.875125, 3.313258, 2.122191], [8.054536, -0.973776, 2.064659], [5.567734, -0.560948, -2.204814], [3.341234, -1.174528, 3.037950], [3.632086, 0.560693, 5.041937], [1.274638, -3.215954, 4.772674], [-3.437562, 0.463821, -0.322042], [-1.785370, -2.383321, -0.088311], [-1.354814, 2.560484, -1.977609], [2.796510, -1.098614, -4.803432], [-6.200069, 3.842444, -3.989839], [3.345930, 3.144460, 2.866557], [-0.738745, 1.489796, 0.873609], [8.619300, 0.874314, 1.128390], [3.538460, -1.108700, -1.667316], [6.507220, 0.774709, 1.484086], [4.532086, -1.900981, 3.152948], [-2.655490, 0.539668, -3.655373], [-0.920057, -1.521396, 2.517637], [3.529407, 1.577052, 4.681720], [1.284470, 1.885708, 0.408809], [-5.063054, 5.391732, -2.427330]], "forces_ev_per_a": [[0.0, 0.0, 0.0], [0.0, 0.0, 0.0], [0.0, 0.0, 0.0], [0.0, 0.0, 0.0], [0.0, 0.0, 0.0], [0.0, 0.0, 0.0], [0.0, 0.0, 0.0], [0.0, 0.0, -0.1], [0.0, 0.0, 0.0], [0.0, 0.0, 0.0], [0.0, 0.0, 0.0], [0.0, 0.0, 0.0], [0.0, 0.0, 0.0], [0.0, 0.0, 0.0], [0.0, 0.0, 0.0], [0.0, 0.0, 0.0], [0.0, 0.0, -0.1], [0.0, 0.0, 0.0], [0.0, 0.0, 0.0], [0.0, 0.0, 0.0], [0.0, 0.0, 0.0], [0.0, 0.0, -0.1], [0.0, 0.0, 0.0], [0.0, 0.0, 0.0], [0.0, -0.1, 0.0], [0.0, 0.0, 0.0], [0.0, 0.0, 0.0], [0.1, 0.0, 0.0], [0.0, 0.0, 0.0], [0.0, 0.0, 0.0], [0.0, 0.0, 0.0], [0.0, 0.0, 0.0], [0.0, 0.0, -0.1], [0.0, 0.0, 0.0], [0.0, 0.0, 0.0], [0.0, 0.0, 0.0], [0.1, 0.0, 0.0], [0.0, 0.0, 0.0], [0.0, 0.0, 0.1], [0.0, 0.0, 0.0], [0.0, 0.0, 0.0], [0.0, 0.1, 0.0], [0.0, 0.0, 0.0], [0.0, 0.0, 0.0], [0.0, 0.0, 0.0], [0.0, 0.0, 0.0], [0.0, 0.0, 0.0], [0.0, 0.0, 0.0], [0.0, 0.0, 0.0], [0.0, -0.1, 0.0], [0.0, 0.0, 0.0], [0.0, 0.0, 0.0], [0.0, 0.0, 0.0], [0.0, 0.0, 0.0], [0.0, 0.0, 0.0], [0.0, 0.0, 0.0], [0.0, 0.0, 0.0], [-0.1, 0.1, 0.0], [0.0, 0.0, 0.0], [0.0, 0.0, 0.0], [0.0, 0.0, 0.0], [0.0, 0.0, 0.0], [0.0, 0.0, 0.0], [0.0, 0.0, 0.0], [0.0, 0.0, 0.0], [0.0, 0.0, 0.0], [0.0, 0.0, 0.0], [0.0, 0.0, 0.0], [0.0, 0.0, 0.0], [0.0, 0.0, 0.0], [-0.1, 0.0, -0.1], [0.0, 0.0, 0.1], [0.0, 0.0, 0.0], [0.0, 0.0, 0.0], [0.0, 0.0, 0.0], [0.0, 0.0, 0.0], [0.0, 0.0, 0.0], [0.1, 0.0, 0.1], [0.0, 0.0, 0.0], [0.0, 0.0, 0.0], [0.0, 0.0, 0.0], [0.0, 0.0, 0.0], [0.0, 0.0, 0.0], [0.0, 0.1, -0.1], [0.0, 0.0, 0.0], [0.0, 0.0, 0.0], [0.0, 0.0, 0.0], [0.0, 0.0, 0.0], [0.0, 0.0, 0.0], [0.0, 0.0, 0.0], [0.0, 0.0, 0.0], [0.0, 0.0, 0.0], [0.0, 0.0, 0.1], [0.0, 0.0, 0.0], [0.0, 0.0, 0.0], [0.0, 0.0, 0.0], [0.0, 0.0, 0.0], [0.0, 0.0, 0.0], [0.0, 0.0, 0.0], [0.0, 0.0, 0.0], [0.0, 0.0, 0.0], [0.0, 0.0, 0.0], [0.0, -0.1, -0.1], [0.0, 0.0, 0.0], [0.0, 0.0, 0.0], [0.0, 0.0, 0.0], [0.0, 0.0, 0.0]], "de_lowest_ev": 0.605, "total_charge": 1}

***

# 2
{"formula": "CH20F3O13S", "method": "ωB97M-V with the def2-TZVPD basis set", "symbols": ["F", "H", "F", "H", "O", "O", "H", "O", "H", "H", "O", "O", "H", "H", "S", "H", "H", "H", "H", "O", "O", "H", "C", "O", "O", "H", "H", "H", "H", "O", "O", "H", "H", "H", "O", "H", "O", "F"], "coordinates": [[0.556414, -0.765013, -1.646019], [-2.834079, -3.793631, 1.513216], [1.537899, 0.908539, -0.684697], [1.564906, -1.571674, -4.791751], [-0.906888, 3.720619, 2.286251], [4.307396, -1.312576, 2.282581], [0.744190, -3.760443, 1.715870], [-1.990731, -1.138870, -3.319216], [-2.153083, 3.336966, -1.662222], [-3.379001, -0.517216, -1.971728], [-0.964749, -1.408844, 0.711673], [-3.599825, 0.021486, -1.204485], [2.810640, 1.472523, 3.775469], [-1.483623, 3.232484, 1.688833], [-0.366375, -0.100796, 0.715714], [-2.260395, -2.799182, 0.515269], [-1.739964, 2.594453, -0.395741], [4.369946, -0.483514, 1.796911], [-2.545577, -1.776072, -3.780499], [-2.893228, -3.530235, 0.591338], [0.487116, -3.976060, 0.815127], [-0.146060, -3.278783, 0.587767], [0.991920, -0.285289, -0.474955], [-1.176228, 0.952101, 0.147525], [2.136719, -1.938150, -4.111869], [-0.855551, 3.175197, 3.076367], [-1.096081, -1.329604, -3.613933], [0.982600, 3.651109, -0.468841], [3.442190, -1.657798, 2.039210], [-1.979394, 3.475806, -0.727548], [0.269466, 0.269284, 1.950552], [2.248043, -1.225327, -3.473986], [1.626500, 1.333485, 2.816930], [-2.760177, 0.445298, -0.975222], [2.464141, 1.807619, 2.944061], [1.065876, 3.689792, 1.048194], [1.615360, 3.681459, 0.255033], [1.909689, -1.119143, 0.028803]], "forces_ev_per_a": [[0.2, -0.1, -0.1], [0.0, 0.0, 0.0], [0.4, -0.2, -0.3], [0.0, 0.0, 0.0], [0.0, 0.1, 0.1], [0.1, -0.1, 0.0], [0.0, 0.0, 0.0], [-0.1, 0.0, -0.3], [-0.1, 0.0, 0.0], [0.2, 0.1, 0.2], [-0.3, -0.6, 0.0], [-0.2, 0.2, -0.1], [0.0, 0.0, 0.0], [0.0, 0.0, -0.1], [-0.2, 0.2, 0.4], [-0.3, 0.1, 0.0], [0.1, 0.0, -0.1], [-0.1, 0.1, 0.1], [0.1, -0.1, 0.0], [0.0, -0.1, 0.0], [0.0, -0.1, 0.0], [0.2, 0.0, 0.0], [-0.1, 0.4, 0.5], [-0.3, 0.2, -0.4], [0.0, 0.0, -0.1], [0.1, -0.1, 0.0], [0.1, -0.1, 0.2], [-0.1, 0.0, 0.1], [0.0, 0.1, 0.0], [0.1, 0.0, 0.0], [0.3, 0.0, 0.4], [0.0, -0.1, 0.1], [0.1, 0.0, -0.3], [-0.1, -0.2, 0.2], [-0.1, 0.0, 0.2], [-0.1, -0.1, 0.1], [0.1, 0.1, -0.1], [0.2, 0.0, -0.4]], "de_lowest_ev": 0.000, "total_charge": -1}

***

Repeat the second record exactly.
{"formula": "CH20F3O13S", "method": "ωB97M-V with the def2-TZVPD basis set", "symbols": ["F", "H", "F", "H", "O", "O", "H", "O", "H", "H", "O", "O", "H", "H", "S", "H", "H", "H", "H", "O", "O", "H", "C", "O", "O", "H", "H", "H", "H", "O", "O", "H", "H", "H", "O", "H", "O", "F"], "coordinates": [[0.556414, -0.765013, -1.646019], [-2.834079, -3.793631, 1.513216], [1.537899, 0.908539, -0.684697], [1.564906, -1.571674, -4.791751], [-0.906888, 3.720619, 2.286251], [4.307396, -1.312576, 2.282581], [0.744190, -3.760443, 1.715870], [-1.990731, -1.138870, -3.319216], [-2.153083, 3.336966, -1.662222], [-3.379001, -0.517216, -1.971728], [-0.964749, -1.408844, 0.711673], [-3.599825, 0.021486, -1.204485], [2.810640, 1.472523, 3.775469], [-1.483623, 3.232484, 1.688833], [-0.366375, -0.100796, 0.715714], [-2.260395, -2.799182, 0.515269], [-1.739964, 2.594453, -0.395741], [4.369946, -0.483514, 1.796911], [-2.545577, -1.776072, -3.780499], [-2.893228, -3.530235, 0.591338], [0.487116, -3.976060, 0.815127], [-0.146060, -3.278783, 0.587767], [0.991920, -0.285289, -0.474955], [-1.176228, 0.952101, 0.147525], [2.136719, -1.938150, -4.111869], [-0.855551, 3.175197, 3.076367], [-1.096081, -1.329604, -3.613933], [0.982600, 3.651109, -0.468841], [3.442190, -1.657798, 2.039210], [-1.979394, 3.475806, -0.727548], [0.269466, 0.269284, 1.950552], [2.248043, -1.225327, -3.473986], [1.626500, 1.333485, 2.816930], [-2.760177, 0.445298, -0.975222], [2.464141, 1.807619, 2.944061], [1.065876, 3.689792, 1.048194], [1.615360, 3.681459, 0.255033], [1.909689, -1.119143, 0.028803]], "forces_ev_per_a": [[0.2, -0.1, -0.1], [0.0, 0.0, 0.0], [0.4, -0.2, -0.3], [0.0, 0.0, 0.0], [0.0, 0.1, 0.1], [0.1, -0.1, 0.0], [0.0, 0.0, 0.0], [-0.1, 0.0, -0.3], [-0.1, 0.0, 0.0], [0.2, 0.1, 0.2], [-0.3, -0.6, 0.0], [-0.2, 0.2, -0.1], [0.0, 0.0, 0.0], [0.0, 0.0, -0.1], [-0.2, 0.2, 0.4], [-0.3, 0.1, 0.0], [0.1, 0.0, -0.1], [-0.1, 0.1, 0.1], [0.1, -0.1, 0.0], [0.0, -0.1, 0.0], [0.0, -0.1, 0.0], [0.2, 0.0, 0.0], [-0.1, 0.4, 0.5], [-0.3, 0.2, -0.4], [0.0, 0.0, -0.1], [0.1, -0.1, 0.0], [0.1, -0.1, 0.2], [-0.1, 0.0, 0.1], [0.0, 0.1, 0.0], [0.1, 0.0, 0.0], [0.3, 0.0, 0.4], [0.0, -0.1, 0.1], [0.1, 0.0, -0.3], [-0.1, -0.2, 0.2], [-0.1, 0.0, 0.2], [-0.1, -0.1, 0.1], [0.1, 0.1, -0.1], [0.2, 0.0, -0.4]], "de_lowest_ev": 0.000, "total_charge": -1}